Entry 1:
Molecular formula: C3H8IN
Method: DFT, the ωB97M-V functional and the def2-TZVPD basis

## Properties
Frontier orbital gap in hartree: 0.387
2S+1: 1
Calculated total energy in eV: -12830.1263
ΔE to the lowest compared entry with this formula, charge and spin in eV: 0.427
HOMO level in eV: -9.8

Last column: natural (NBO) charge in e.
Atoms and positions in Å:
C  -1.6987  0.3281  0.8183  -0.674
C  -0.4600  0.5298  -0.0033  0.314
C  0.1676  -0.7295  -0.6414  -0.682
N  -0.2062  1.6139  -0.6247  -0.629
H  -1.6239  -0.5298  1.6347  0.217
H  -1.9069  1.2530  1.1647  0.212
H  -2.4939  -0.0552  0.2099  0.230
H  -0.5883  -1.3687  -1.1515  0.224
H  0.8499  -1.4550  0.0212  0.209
H  0.8939  -0.2873  -1.3760  0.242
H  -0.7538  2.4410  -0.3905  0.335
I  4.3458  -0.2472  0.3169  -0.085
H  3.4745  -1.4931  0.0216  0.086

Atomic forces in eV per Å
C 1.6 -4.2 1.1
C -0.9 -1.2 -2.2
C 2.5 -0.5 0.6
N 0.8 -0.3 0.3
H 0.2 2.1 -1.3
H -1.3 2.7 1.8
H -0.4 0.1 -0.7
H 0.4 0.6 0.4
H -1.8 1.7 -0.9
H -0.8 -0.8 0.4
H -0.2 -0.3 0.5
I 0.7 1.1 0.3
H -0.7 -1.0 -0.3

***

Entry 2:
Molecular formula: C3H8IN2
Method: DFT, the ωB97M-V functional and the def2-TZVPD basis

## Properties
Frontier orbital gap (alpha / beta) in hartree: 0.269 / 0.269
2S+1: 1
Charge: +1
Calculated total energy in eV: -14310.6128
ΔE to the lowest compared entry with this formula, charge and spin in eV: 3.826
HOMO level (alpha / beta) in eV: -13.5 / -13.5

Last column: natural (NBO) charge in e.
Atoms and positions in Å:
C  0.3696  2.1980  0.0361  -0.189
C  1.1849  0.9417  0.1169  -0.246
C  0.6405  -0.1321  0.8322  -0.162
N  -1.8178  -2.7908  -0.7674  -1.076
N  1.5629  2.1541  0.8485  -0.529
I  0.7038  -2.0060  0.2591  0.731
H  0.0540  2.8466  -0.7809  0.258
H  -0.5295  2.0693  0.6758  0.194
H  1.8503  0.5785  -0.7543  0.238
H  0.3330  0.2695  1.7750  0.245
H  -2.2918  -3.5412  -0.1044  0.389
H  -1.7731  -3.2690  -1.6750  0.382
H  2.1782  2.8079  0.4382  0.399
H  -2.4649  -2.1263  -0.8999  0.365

Atomic forces in eV per Å
C -2.8 0.0 2.2
C 3.3 -0.6 -4.5
C 0.8 -0.3 0.7
N 1.3 -5.6 1.5
N -2.3 0.2 0.9
I -0.1 0.9 0.6
H 1.3 -0.4 -0.4
H 0.4 0.3 -0.4
H -1.2 1.1 1.1
H -0.8 -0.9 1.0
H 1.3 2.0 -1.7
H 0.2 0.1 0.3
H 1.8 -0.1 -0.9
H -3.1 3.3 -0.4

***

Entry 3:
Molecular formula: C3H8INS
Method: DFT, the ωB97M-V functional and the def2-TZVPD basis

## Properties
Frontier orbital gap (alpha / beta) in hartree: 0.280 / 0.280
2S+1: 1
Calculated total energy in eV: -23664.4995
ΔE to the lowest compared entry with this formula, charge and spin in eV: 1.042
HOMO level (alpha / beta) in eV: -8.3 / -8.3

Last column: natural (NBO) charge in e.
Atoms and positions in Å:
C  -0.2702  2.5619  -0.3133  -0.649
C  0.0197  -2.8533  0.1150  -0.442
C  -0.7124  1.1865  0.1128  -0.436
N  -0.4203  -1.5101  0.2410  -0.788
S  0.2752  -0.4036  -0.5899  0.874
I  2.6676  0.0439  0.2881  -0.306
H  -0.6425  3.2771  0.3638  0.231
H  0.8752  2.5121  -0.2456  0.231
H  -0.5054  2.8528  -1.3250  0.215
H  0.4402  -3.2690  1.1573  0.207
H  0.9448  -2.8472  -0.5260  0.180
H  -0.7031  -3.5594  -0.2873  0.216
H  -1.7000  0.9815  -0.1386  0.223
H  -0.2688  1.0269  1.1476  0.244

Atomic forces in eV per Å
C 3.0 -1.6 -1.0
C 3.3 -1.0 1.1
C 3.7 -0.9 1.3
N -1.0 1.7 0.4
S -1.3 0.4 -0.1
I 0.1 0.3 0.2
H -0.4 0.9 0.9
H -1.5 0.6 0.0
H -0.3 -0.1 -0.3
H -1.2 0.9 -2.0
H -0.7 -0.7 0.2
H -0.2 0.2 0.1
H -1.7 -0.8 0.3
H -1.7 0.1 -0.9

***

Entry 4:
Molecular formula: C3H8INS2
Method: DFT, the ωB97M-V functional and the def2-TZVPD basis

## Properties
Frontier orbital gap in hartree: 0.306
2S+1: 1
Calculated total energy in eV: -34498.9312
ΔE to the lowest compared entry with this formula, charge and spin in eV: 1.940
HOMO level in eV: -8.4

Last column: natural (NBO) charge in e.
Atoms and positions in Å:
C  0.5248  0.3522  2.7258  -0.733
C  -0.8085  0.6710  -2.7191  -0.735
C  -0.4263  0.0154  0.0530  -0.342
N  0.8225  -1.4538  0.2977  -0.905
S  -1.0465  0.3196  1.7852  0.221
S  -1.5565  -0.2653  -1.2898  0.268
I  1.6094  -2.2971  -1.4079  0.256
H  0.3626  1.0872  3.4592  0.222
H  1.4000  0.5347  2.0739  0.244
H  0.8614  -0.5513  3.1714  0.223
H  -0.3774  1.6080  -2.2711  0.225
H  -1.6734  1.1705  -3.2827  0.243
H  -0.1155  0.0780  -3.2977  0.236
H  0.1217  0.9403  -0.1549  0.210
H  0.3016  -2.2095  0.8569  0.367

Atomic forces in eV per Å
C 0.7 -0.2 -2.0
C -1.5 2.2 1.3
C 1.5 -1.7 0.9
N -1.9 1.6 0.8
S 0.3 -1.0 -1.1
S 0.1 0.1 0.0
I -0.6 0.3 0.4
H 0.1 1.1 0.9
H -0.7 0.7 0.1
H -0.6 -1.2 0.5
H 0.3 -1.1 -0.4
H 1.1 -1.4 0.4
H 0.0 0.0 -0.1
H 0.8 -0.8 -0.2
H 0.5 1.4 -1.4

***

Entry 5:
Molecular formula: C3H8IO2P
Method: DFT, the ωB97M-V functional and the def2-TZVPD basis

## Properties
Frontier orbital gap (alpha / beta) in hartree: 0.209 / 0.226
2S+1: 3
Calculated total energy in eV: -24721.6033
HOMO level (alpha / beta) in eV: -5.1 / -10.2
<S²>: 2.01

Last column: natural (NBO) charge in e.
Atoms and positions in Å:
C  -1.2000  1.5449  -1.3690  -0.624
C  1.7583  -1.2897  1.4007  -1.033
C  -0.5850  0.7903  -0.1829  -0.039
O  3.2268  -0.0450  -0.5031  -1.036
O  0.8024  0.6679  -0.2798  -0.847
P  1.8966  -0.5098  -0.2309  1.696
I  1.2259  -2.1822  -1.8896  0.192
H  -0.6913  2.5101  -1.3694  0.218
H  -1.2033  1.0202  -2.3995  0.211
H  -2.2098  1.5303  -1.2762  0.211
H  0.7247  -1.5227  1.6018  0.230
H  2.2455  -2.1688  1.5122  0.240
H  2.1875  -0.6203  2.1469  0.245
H  -1.1122  -0.2194  -0.3084  0.152
H  -0.8070  1.2590  0.7158  0.183

Atomic forces in eV per Å
C 3.2 -0.8 -1.4
C -1.2 2.9 0.3
C -1.3 -3.0 -3.1
O 3.4 1.2 -1.0
O 0.9 1.0 0.1
P -2.7 0.9 3.6
I -1.0 -3.1 -3.4
H -0.6 0.2 -0.6
H 1.2 0.6 1.6
H -3.2 0.9 1.1
H -0.6 0.3 0.2
H 1.9 -2.8 -0.2
H -0.3 0.2 0.2
H 0.8 0.8 1.0
H -0.7 0.7 1.7

***

Entry 6:
Molecular formula: C3H8N
Method: DFT, the ωB97M-V functional and the def2-TZVPD basis

## Properties
Frontier orbital gap in hartree: 0.425
2S+1: 1
Charge: +1
Calculated total energy in eV: -4723.2605
ΔE to the lowest compared entry with this formula, charge and spin in eV: 0.167
HOMO level in eV: -16.9

Last column: natural (NBO) charge in e.
Atoms and positions in Å:
C  1.7354  0.9141  0.0730  0.136
N  0.9388  -0.0772  0.1419  -0.373
C  -0.4997  -0.0272  0.5220  -0.234
C  -1.3621  -0.6609  -0.5041  -0.648
H  2.6828  0.8387  -0.4416  0.241
H  1.4230  1.8259  0.5724  0.225
H  1.3213  -0.9379  -0.2484  0.438
H  -0.6461  -0.4654  1.5146  0.248
H  -0.6877  1.0272  0.7342  0.227
H  -2.3928  -0.5034  -0.1842  0.264
H  -1.2448  -1.7284  -0.6862  0.242
H  -1.2682  -0.2056  -1.4938  0.233

Atomic forces in eV per Å
C -0.7 0.1 0.6
N 0.6 -0.1 -0.6
C 0.7 0.4 1.5
C -0.9 0.1 -1.2
H 0.2 -0.2 0.2
H 0.1 0.2 -0.4
H -0.5 -0.2 0.0
H 0.4 -0.5 -0.2
H -0.2 0.0 -0.6
H 0.0 -0.1 -0.1
H 0.3 -0.1 0.5
H 0.1 0.2 0.2

***

Entry 7:
Molecular formula: C3H8N
Method: DFT, the ωB97M-V functional and the def2-TZVPD basis

## Properties
Frontier orbital gap in hartree: 0.301
2S+1: 1
Charge: +1
Calculated total energy in eV: -4718.3566
ΔE to the lowest compared entry with this formula, charge and spin in eV: 5.070
HOMO level in eV: -17.0

Last column: natural (NBO) charge in e.
Atoms and positions in Å:
C  -0.0317  0.4878  -1.2710  -0.575
C  -0.4181  -0.2940  0.1050  -0.249
C  0.6694  -1.0343  0.6669  0.130
N  -0.8848  0.9282  1.2530  -0.524
H  0.9807  0.6604  -1.1944  0.207
H  -0.2698  -0.1048  -2.1919  0.260
H  -0.5419  1.5036  -1.4529  0.272
H  0.6546  -2.1479  0.7315  0.252
H  1.7032  -0.8548  0.2919  0.237
H  -0.4859  0.2269  1.9687  0.349
H  -0.0252  1.5474  1.2209  0.366
H  -1.3507  -0.9185  -0.1278  0.277

Atomic forces in eV per Å
C -2.4 0.2 -0.1
C -2.6 1.2 -1.7
C 0.6 -1.5 -4.3
N 4.0 -3.8 -0.3
H 2.4 0.5 -0.3
H 0.3 0.1 1.1
H 0.4 -1.6 1.0
H -0.9 0.7 1.5
H -0.3 1.3 1.4
H -1.7 2.0 0.6
H -1.1 -0.1 -0.2
H 1.3 0.9 1.2

***

Entry 8:
Molecular formula: C3H8N
Method: DFT, the ωB97M-V functional and the def2-TZVPD basis

## Properties
Frontier orbital gap (alpha / beta) in hartree: 0.342 / 0.434
2S+1: 1
Charge: +1
Calculated total energy in eV: -4722.7238
ΔE to the lowest compared entry with this formula, charge and spin in eV: 0.703
HOMO level (alpha / beta) in eV: -17.1 / -17.1

Last column: natural (NBO) charge in e.
Atoms and positions in Å:
C  -1.3381  0.5788  0.5853  0.107
N  -0.2275  0.1173  0.0768  -0.194
C  -0.2060  -1.1124  -0.6880  -0.404
C  1.0577  0.7931  0.0390  -0.441
H  -1.2025  1.4114  1.2826  0.237
H  -2.1991  -0.0054  0.4259  0.228
H  0.2400  -0.8260  -1.5921  0.234
H  -1.2429  -1.3823  -0.8593  0.230
H  0.3494  -1.7696  -0.0497  0.246
H  0.9298  1.4794  -0.9240  0.254
H  1.7892  0.0823  -0.1700  0.238
H  1.3506  1.4732  0.8668  0.265

Atomic forces in eV per Å
C 3.9 -0.2 0.3
N -2.4 1.3 1.3
C -1.4 0.6 0.8
C -1.0 3.6 -1.7
H -0.7 0.0 -0.5
H -1.1 -0.3 0.0
H 0.9 -0.4 -1.4
H 0.1 -0.6 0.0
H 0.3 -0.9 -0.3
H 0.7 -1.3 1.9
H 1.3 -1.1 -0.1
H -0.7 -0.7 -0.2

***

Entry 9:
Molecular formula: C3H8N2
Method: DFT, the ωB97M-V functional and the def2-TZVPD basis

## Properties
Frontier orbital gap in hartree: 0.329
2S+1: 1
Calculated total energy in eV: -6218.5022
ΔE to the lowest compared entry with this formula, charge and spin in eV: 3.345
HOMO level in eV: -8.0

Last column: natural (NBO) charge in e.
Atoms and positions in Å:
C  -1.6678  -0.1221  0.4695  -0.631
C  -0.6747  0.2605  -0.7439  -0.218
N  0.4371  -0.5628  -1.0742  -0.571
C  1.4727  -0.7006  -0.2967  0.315
N  2.0011  0.3755  0.3732  -0.828
H  -1.4951  -1.2327  0.5075  0.212
H  -1.4263  0.4533  1.3698  0.210
H  -2.6791  -0.0669  0.0942  0.213
H  -1.4145  0.2835  -1.5465  0.194
H  -0.3088  1.3193  -0.5497  0.139
H  1.5033  -1.6558  0.2364  0.174
H  2.3413  0.4221  1.3155  0.399
H  1.9108  1.2268  -0.1551  0.392

Atomic forces in eV per Å
C 2.4 -1.9 -1.5
C -0.7 3.3 0.2
N 0.8 -2.8 1.0
C -3.6 1.2 1.3
N 0.3 0.1 -0.9
H -0.2 0.9 0.9
H -0.4 -0.5 -0.1
H -0.3 0.7 0.3
H 0.8 0.2 -0.5
H -0.9 -0.7 -0.3
H 1.6 -0.4 -0.9
H 0.3 -0.3 -0.1
H 0.0 0.3 0.5

***

Entry 10:
Molecular formula: C3H8N2
Method: DFT, the ωB97M-V functional and the def2-TZVPD basis

## Properties
Frontier orbital gap in hartree: 0.351
2S+1: 1
Calculated total energy in eV: -6216.9013
ΔE to the lowest compared entry with this formula, charge and spin in eV: 4.946
HOMO level in eV: -9.0

Last column: natural (NBO) charge in e.
Atoms and positions in Å:
C  1.5676  2.3725  -0.1844  -0.059
N  0.5784  2.1133  -0.9470  -0.372
C  0.7210  2.8425  -2.1643  -0.453
H  1.9390  1.7813  0.6608  0.158
H  1.7347  3.3733  0.1100  0.137
H  -0.0185  2.7296  -2.9530  0.211
H  1.7978  2.6527  -2.5257  0.203
H  0.7556  3.9075  -1.8506  0.176
C  -2.1790  -4.2712  2.0596  -0.066
N  -1.0548  -4.3714  1.3079  -0.566
H  -3.1111  -4.2665  1.4680  0.150
H  -2.4629  -4.4521  3.0419  0.161
H  -0.2678  -4.4114  1.9768  0.321

Atomic forces in eV per Å
C -2.3 -0.5 2.6
N 2.1 -3.0 -0.2
C 1.6 2.5 -0.4
H -0.8 -0.8 -0.3
H 1.6 2.0 -1.2
H -0.1 -0.4 0.3
H -2.1 0.1 -0.2
H -0.1 0.1 -0.7
C 2.2 -1.1 -5.9
N -3.5 0.9 4.0
H 0.5 0.4 -0.1
H 0.9 0.1 2.4
H -0.1 -0.2 -0.4

***

Entry 11:
Molecular formula: C3H8N2
Method: DFT, the ωB97M-V functional and the def2-TZVPD basis

## Properties
Frontier orbital gap (alpha / beta) in hartree: 0.309 / 0.314
2S+1: 1
Calculated total energy in eV: -6216.1789
ΔE to the lowest compared entry with this formula, charge and spin in eV: 5.668
HOMO level (alpha / beta) in eV: -8.0 / -8.0

Last column: natural (NBO) charge in e.
Atoms and positions in Å:
H  -2.4087  1.9371  -0.0753  0.341
N  -2.0462  1.2838  0.6129  -0.692
C  -1.3879  0.3203  0.0950  0.273
N  -0.7734  -0.6028  0.9846  -0.836
H  -1.6060  -0.1288  -0.8815  0.160
H  -1.1579  -1.5422  0.9463  0.376
H  -0.8245  -0.2672  1.9394  0.379
C  1.7218  0.0822  0.0227  -0.360
C  1.2853  -0.3115  -1.2152  -0.422
H  2.8048  -0.0412  0.0574  0.171
H  1.6296  0.4897  1.0179  0.223
H  1.8437  0.0811  -2.0566  0.179
H  0.9195  -1.3003  -1.4476  0.208

Atomic forces in eV per Å
H -0.2 -0.2 -0.2
N 1.3 0.7 -0.4
C -2.3 -1.9 1.9
N -0.4 0.3 -0.5
H 0.8 0.6 -0.2
H 0.2 0.2 -0.4
H -0.1 0.1 -0.1
C 2.7 0.0 0.2
C 0.1 -0.4 0.3
H 1.0 1.8 -1.1
H -2.2 -1.0 0.3
H 1.0 -0.5 0.1
H -2.1 0.4 0.1

***

Entry 12:
Molecular formula: C3H8N2O
Method: DFT, the ωB97M-V functional and the def2-TZVPD basis

## Properties
Frontier orbital gap (alpha / beta) in hartree: 0.250 / 0.250
2S+1: 1
Calculated total energy in eV: -8261.9351
ΔE to the lowest compared entry with this formula, charge and spin in eV: 7.391
HOMO level (alpha / beta) in eV: -6.5 / -6.5

Last column: natural (NBO) charge in e.
Atoms and positions in Å:
C  0.6507  -1.7827  -0.1752  -0.295
C  -0.8077  1.7589  -0.6871  -0.724
N  0.6548  -0.0890  0.0389  -0.375
N  0.8881  -0.4182  1.4504  -0.922
C  -0.6236  0.7010  0.3800  0.737
O  -1.5769  0.3577  1.0597  -0.516
H  1.4680  0.3825  -0.3450  0.419
H  0.1125  -0.7097  2.0474  0.348
H  -0.0938  -2.3024  0.4164  0.228
H  1.6383  -2.2130  -0.0782  0.233
H  0.3071  -1.7654  -1.2136  0.153
H  -0.1959  1.5988  -1.5754  0.213
H  -0.5872  2.7408  -0.2664  0.247
H  -1.8346  1.7408  -1.0518  0.253

Atomic forces in eV per Å
C -1.2 2.6 -3.5
C 0.3 0.9 0.2
N -3.3 -6.1 3.3
N 4.4 2.2 4.1
C -2.2 -0.8 -2.3
O 2.6 0.1 -1.1
H -0.3 0.2 0.2
H -0.7 0.4 -1.7
H 0.0 0.8 0.4
H 0.2 0.8 0.3
H 0.1 -1.0 -0.5
H 0.3 0.0 0.3
H -0.1 0.1 -0.2
H -0.1 0.0 0.5